No. 1
Entry from OMol25: C13H19N6O4S2W as an isolated structure (ωB97M-V with the def2-TZVPD basis set).

The maximum force is 2.3 eV Å⁻¹. As for the HOMO energy (alpha / beta): -18.509 / -18.514 eV. The calculated total energy comes out at -1998.8346 Eh. The calculation puts the LUMO energy (alpha / beta) at -11.45 / -11.61 eV. Its net charge is +3. As for the spin multiplicity: 3.

Element x y z (Å)
W 0.167 0.325 0.039
C 3.810 0.203 -1.511
C 3.459 0.147 -0.075
N 2.215 0.089 0.441
C 2.354 -0.017 1.840
C 3.678 -0.019 2.139
N 4.326 0.086 0.933
C 4.523 -0.058 3.405
O 3.914 -0.246 4.537
O 5.697 0.093 3.240
C 1.156 -0.363 2.641
O 1.181 -0.528 3.825
O 0.078 -0.516 1.862
H 2.920 0.123 -2.131
H 4.476 -0.627 -1.757
H 4.347 1.121 -1.756
H 5.344 0.110 0.877
H 2.949 -0.363 4.510
C -0.243 1.750 -2.302
N -1.455 2.435 -1.940
C -2.237 3.166 -2.968
C -3.401 3.757 -2.147
N -3.013 3.417 -0.767
C -1.946 2.664 -0.730
S -1.315 2.008 0.760
H 0.389 2.424 -2.886
H -0.446 0.870 -2.914
H 0.409 1.503 -1.408
H -2.575 2.483 -3.746
H -1.615 3.938 -3.423
H -4.361 3.301 -2.383
H -3.495 4.835 -2.265
H -3.551 3.697 0.042
S -0.973 -1.320 -1.175
C -1.711 -2.560 -0.151
N -2.283 -3.603 -0.704
C -2.867 -4.500 0.314
C -2.583 -3.736 1.626
N -1.819 -2.559 1.155
H -2.307 -3.798 -1.694
H -2.386 -5.476 0.277
H -3.930 -4.638 0.125
H -1.995 -4.313 2.336
H -3.494 -3.406 2.121
H -1.390 -1.899 1.786


No. 2
Entry from OMol25: a 2-piece molecular cluster, C3HO3 overall (ωB97M-V with the def2-TZVPD basis set).

The maximum force is 1.4 eV Å⁻¹. As for the HOMO energy: -1.649 eV. The calculated total energy comes out at -340.5647 Eh. As for the energy above the lowest of the compared OMol25 structures with the same formula, charge and spin: 73.9 kcal per mole. The calculation puts the LUMO energy at 3.52 eV. Its net charge is -1.

Element x y z (Å)
C -0.871 0.763 -1.460
C 0.297 0.392 -1.745
O 1.377 0.120 -2.286
C 0.717 -0.726 1.522
O 0.249 -0.850 2.541
O -1.810 0.861 -0.468
H -1.450 0.469 0.339


No. 3
Entry from OMol25: C47H35CdN5OP2SSe as an isolated structure (ωB97M-V with the def2-TZVPD basis set).

The maximum force is 1.6 eV Å⁻¹. As for the HOMO energy: -13.568 eV. The calculated total energy comes out at -5810.6070 Eh. As for the energy above the lowest of the compared OMol25 structures with the same formula, charge and spin: 0.0 kcal per mole. The calculation puts the LUMO energy at -6.64 eV. Its net charge is +2.

Element x y z (Å)
Cd 0.090 0.477 0.621
O -3.302 -2.868 0.535
S -2.006 -2.323 0.159
C -0.908 -3.742 -0.112
C -1.438 -5.003 -0.306
C -0.598 -6.036 -0.693
C 0.750 -5.790 -0.913
C 1.283 -4.535 -0.672
C 0.455 -3.504 -0.234
P 1.132 -1.910 0.356
C 2.514 -1.639 -0.798
C 3.830 -2.044 -0.615
C 4.764 -1.825 -1.616
C 4.397 -1.188 -2.789
C 3.085 -0.771 -2.972
C 2.148 -0.988 -1.979
C 1.796 -2.356 1.994
C 1.357 -1.591 3.073
C 1.878 -1.796 4.336
C 2.818 -2.794 4.540
C 3.212 -3.602 3.485
C 2.702 -3.392 2.215
C -2.133 -1.958 -1.633
C -2.304 -2.940 -2.589
C -2.453 -2.585 -3.921
C -2.429 -1.252 -4.296
C -2.304 -0.262 -3.336
C -2.165 -0.611 -1.996
P -2.107 0.606 -0.643
C -3.676 0.321 0.212
C -4.853 0.205 -0.527
C -6.036 -0.091 0.123
C -6.046 -0.280 1.497
C -4.877 -0.156 2.232
C -3.688 0.142 1.592
C -2.217 2.225 -1.457
C -1.162 2.602 -2.289
C -1.194 3.822 -2.937
C -2.267 4.681 -2.740
C -3.290 4.331 -1.875
C -3.269 3.105 -1.230
H -2.496 -5.157 -0.144
H -0.994 -7.026 -0.843
H 1.394 -6.582 -1.261
H 2.335 -4.356 -0.839
H 4.134 -2.512 0.309
H 5.779 -2.163 -1.477
H 5.132 -1.007 -3.560
H 2.795 -0.283 -3.893
H 1.113 -0.673 -2.119
H 0.585 -0.837 2.917
H 1.550 -1.181 5.160
H 3.229 -2.953 5.524
H 3.922 -4.399 3.652
H 2.991 -4.050 1.410
H -2.327 -3.980 -2.299
H -2.595 -3.353 -4.664
H -2.528 -0.978 -5.335
H -2.337 0.778 -3.628
H -4.835 0.340 -1.600
H -6.951 -0.184 -0.442
H -6.971 -0.527 1.996
H -4.894 -0.306 3.301
H -2.756 0.219 2.155
H -0.321 1.925 -2.430
H -0.392 4.104 -3.602
H -2.302 5.624 -3.263
H -4.108 5.013 -1.703
H -4.069 2.834 -0.555
N 3.085 6.209 -0.751
C 2.161 5.734 -0.274
C 1.059 5.067 0.316
C 0.162 5.704 1.173
C -0.875 4.949 1.699
C -0.963 3.605 1.369
N -0.098 2.992 0.561
C 0.882 3.711 0.035
H 0.273 6.751 1.417
H -1.604 5.401 2.352
H -1.768 2.986 1.751
H 1.555 3.206 -0.649
Se 1.007 2.455 4.340
N 2.676 2.871 4.189
C 3.172 2.352 3.072
C 4.492 2.445 2.586
C 4.765 1.804 1.405
C 3.755 1.108 0.714
N 2.506 1.019 1.118
C 2.215 1.616 2.289
N 0.991 1.566 2.816
H 5.239 2.995 3.134
H 5.757 1.834 0.982
H 3.991 0.602 -0.212


No. 4
Entry from OMol25: a 6-piece molecular cluster, C38H87BrFNO26P6 overall (ωB97M-V with the def2-TZVPD basis set).

The maximum force is 9.6 eV Å⁻¹. As for the HOMO energy: -9.040 eV. The calculated total energy comes out at -8232.3438 Eh. The SMILES is C#CC[C@](Br)(OCCCP(=O)(OCC)OCC)[C@@](CCCCCC)(CCOC=O)NCCF.COP(=O)(OC)OC.COP(=O)(OC)OC.COP(=O)(OC)OC.COP(=O)(OC)OC.COP(=O)(OC)OC. The calculation puts the LUMO energy at -2.83 eV.

Element x y z (Å)
C 3.823 -1.612 0.629
C 3.530 -2.596 -0.179
C 2.797 -3.504 -1.321
C 2.602 -2.741 -2.721
Br 4.220 -1.517 -2.880
O 1.496 -1.832 -2.836
C 0.745 -1.582 -1.641
C -0.447 -0.534 -2.056
C -1.914 -1.204 -2.051
P -3.103 0.109 -2.805
O -4.218 0.434 -1.757
O -2.192 1.584 -2.942
C -2.200 2.076 -4.318
C -0.945 3.130 -4.420
O -3.715 -0.437 -4.304
C -4.768 -1.428 -4.146
C -4.274 -2.963 -4.253
C 2.441 -3.733 -4.020
C 3.433 -4.995 -4.030
C 4.999 -4.722 -3.844
C 5.725 -3.857 -4.982
C 7.185 -3.262 -4.525
C 7.320 -1.788 -5.183
C 8.452 -0.860 -4.490
C 0.953 -4.420 -3.763
C -0.172 -3.998 -4.818
O -0.648 -2.622 -4.715
C -1.061 -2.095 -5.979
O -0.839 -0.848 -6.167
N 2.322 -2.935 -5.250
C 2.701 -3.575 -6.522
C 1.801 -2.852 -7.690
F 1.817 -1.410 -7.560
H 4.393 -0.784 1.197
H 3.517 -4.419 -1.385
H 1.823 -3.971 -0.885
H 0.217 -2.522 -1.247
H 1.337 -1.030 -0.803
H -0.435 0.426 -1.424
H -0.247 -0.188 -3.150
H -2.279 -1.361 -0.968
H -1.977 -2.209 -2.597
H -1.996 1.282 -5.118
H -3.149 2.704 -4.501
H -0.437 3.294 -3.391
H -0.119 2.651 -5.088
H -1.233 4.119 -4.924
H -5.497 -1.266 -5.041
H -5.407 -1.314 -3.201
H -3.813 -3.321 -3.258
H -5.219 -3.594 -4.503
H -3.544 -3.135 -5.126
H 3.306 -5.709 -4.923
H 3.116 -5.639 -3.107
H 5.168 -4.276 -2.789
H 5.530 -5.760 -3.820
H 5.896 -4.505 -5.917
H 5.089 -2.937 -5.234
H 7.277 -3.158 -3.380
H 8.054 -3.955 -4.871
H 7.583 -1.900 -6.312
H 6.328 -1.181 -5.109
H 8.802 -0.014 -5.210
H 9.400 -1.422 -4.175
H 7.995 -0.334 -3.559
H 0.542 -4.205 -2.713
H 1.039 -5.581 -3.829
H -1.100 -4.669 -4.586
H 0.083 -4.251 -5.926
H -1.521 -2.711 -6.831
H 2.545 -1.938 -5.172
H 2.387 -4.694 -6.589
H 3.785 -3.439 -6.870
H 0.759 -3.314 -7.801
H 2.364 -3.096 -8.682
C -5.661 2.057 4.647
O -5.015 2.130 3.385
P -4.976 3.709 2.695
O -6.472 3.644 2.375
O -4.085 3.136 1.442
C -4.463 1.921 0.804
O -4.845 5.307 2.077
C -5.190 5.540 0.722
H -5.425 1.093 5.105
H -5.308 2.853 5.304
H -6.745 2.128 4.525
H -5.541 1.745 0.860
H -3.929 1.087 1.267
H -4.175 1.972 -0.245
H -6.120 5.043 0.444
H -4.381 5.212 0.067
H -5.322 6.616 0.590
C 9.201 2.914 -1.674
O 10.542 3.338 -1.879
P 11.233 2.816 -3.369
O 11.337 1.388 -2.827
O 12.596 3.666 -3.021
C 13.150 3.602 -1.716
O 11.904 2.329 -4.873
C 13.197 1.748 -4.884
H 8.780 3.484 -0.843
H 8.600 3.099 -2.565
H 9.172 1.852 -1.418
H 12.934 2.650 -1.224
H 12.758 4.425 -1.114
H 14.233 3.716 -1.790
H 13.319 1.004 -4.095
H 13.959 2.524 -4.787
H 13.333 1.252 -5.848
C -9.865 -2.022 9.621
O -9.249 -1.957 8.342
P -9.309 -0.402 7.601
O -10.804 -0.558 7.313
O -8.416 -0.973 6.346
C -8.744 -2.224 5.760
O -9.275 1.177 6.927
C -9.659 1.352 5.573
H -9.567 -2.956 10.103
H -9.542 -1.188 10.245
H -10.953 -2.013 9.521
H -9.810 -2.452 5.848
H -8.159 -3.014 6.238
H -8.482 -2.193 4.702
H -10.568 0.801 5.328
H -8.847 1.045 4.911
H -9.848 2.414 5.411
C -10.615 3.916 7.450
O -11.529 4.916 7.017
P -10.883 6.513 7.000
O -10.914 6.581 8.528
O -12.292 7.069 6.363
C -13.528 6.641 6.914
O -10.191 8.080 6.876
C -10.897 9.179 7.424
H -11.025 2.936 7.199
H -9.655 4.034 6.946
H -10.477 3.968 8.533
H -13.443 6.397 7.976
H -13.890 5.769 6.363
H -14.258 7.445 6.800
H -11.294 8.958 8.416
H -11.707 9.476 6.755
H -10.201 10.016 7.511
C 7.556 -2.054 1.261
O 8.333 -2.523 2.353
P 7.432 -2.813 3.793
O 7.269 -1.311 4.036
O 8.792 -3.377 4.523
C 10.009 -2.657 4.393
O 6.503 -3.208 5.183
C 6.943 -2.743 6.448
H 8.153 -2.133 0.349
H 6.656 -2.659 1.144
H 7.283 -1.005 1.408
H 9.840 -1.586 4.258
H 10.575 -3.051 3.546
H 10.599 -2.804 5.299
H 7.251 -1.697 6.416
H 7.765 -3.363 6.811
H 6.109 -2.835 7.147


No. 5
Entry from OMol25: C21H36N2O5 as an isolated structure (ωB97M-V with the def2-TZVPD basis set).

The maximum force is 0.1 eV Å⁻¹. As for the HOMO energy: -8.949 eV. The calculated total energy comes out at -1307.4922 Eh. As for the energy above the lowest of the compared OMol25 structures with the same formula, charge and spin: 4.5 kcal per mole. The calculation puts the LUMO energy at 0.54 eV.

Element x y z (Å)
C 1.936 -2.172 -2.822
C 0.417 -2.253 -2.866
O 0.008 -1.673 -4.079
C -1.257 -2.080 -4.628
C -2.386 -1.990 -3.605
C -1.145 -3.497 -5.186
C -1.495 -1.088 -5.756
C -0.158 -1.489 -1.662
O -0.314 -0.281 -1.676
N -0.482 -2.252 -0.587
C -0.019 -3.617 -0.270
C -0.192 -3.536 1.250
C -1.590 -2.869 1.352
C -0.834 -1.684 0.720
C 0.376 -2.120 1.587
C 1.767 -1.690 1.172
N 2.813 -2.381 1.905
C 3.450 -3.460 1.407
O 3.240 -3.939 0.305
C 4.470 -4.092 2.347
O 4.822 -3.278 3.442
C 5.846 -2.344 3.122
C 6.092 -1.448 4.316
C 6.545 -2.234 5.545
C 6.889 -1.285 6.681
O 7.878 -0.345 6.299
C 7.441 0.457 5.219
C 7.134 -0.380 3.986
H 2.344 -2.647 -1.929
H 2.347 -2.673 -3.698
H 2.238 -1.124 -2.844
H 0.105 -3.301 -2.810
H -2.429 -0.990 -3.173
H -3.337 -2.204 -4.095
H -2.262 -2.714 -2.797
H -0.331 -3.550 -5.910
H -0.956 -4.229 -4.398
H -2.073 -3.783 -5.683
H -0.665 -1.121 -6.462
H -2.418 -1.324 -6.287
H -1.564 -0.078 -5.352
H -0.663 -4.380 -0.715
H 1.015 -3.794 -0.561
H 0.079 -4.422 1.817
H -2.405 -3.302 0.772
H -1.893 -2.676 2.378
H -1.208 -0.670 0.654
H 0.195 -1.891 2.639
H 1.937 -1.876 0.114
H 1.876 -0.615 1.331
H 3.036 -2.121 2.852
H 4.025 -5.007 2.743
H 5.341 -4.375 1.749
H 6.765 -2.888 2.863
H 5.553 -1.745 2.250
H 5.147 -0.943 4.559
H 5.769 -2.933 5.861
H 7.434 -2.820 5.289
H 5.985 -0.751 7.010
H 7.293 -1.824 7.538
H 6.544 1.020 5.519
H 8.239 1.171 5.022
H 8.057 -0.860 3.647
H 6.783 0.269 3.179


No. 6
Entry from OMol25: the molecule C4H9N3O2 (ωB97M-V with the def2-TZVPD basis set).

The maximum force is 4.0 eV Å⁻¹. As for the HOMO energy: -9.089 eV. The calculated total energy comes out at -472.4199 Eh. The SMILES is CN1CCN[C@H]1[N+](=O)[O-]. As for the energy above the lowest of the compared OMol25 structures with the same formula, charge and spin: 109.0 kcal per mole. The calculation puts the LUMO energy at 0.88 eV.

Element x y z (Å)
C 1.669 0.414 -1.188
N 0.453 0.416 -0.441
C 0.367 1.176 0.820
C -0.866 0.395 1.434
N -0.592 -0.980 1.106
C -0.093 -0.812 -0.244
N -1.446 -0.998 -1.100
O -1.711 -2.150 -1.286
O -2.076 -0.007 -1.361
H 2.177 -0.544 -1.095
H 1.692 0.755 -2.220
H 2.372 1.125 -0.556
H 0.207 2.309 0.549
H 1.313 1.135 1.391
H -0.844 0.393 2.489
H -1.788 0.706 0.925
H -1.301 -1.657 1.293
H 0.467 -1.677 -0.516